(1)
{"formula": "C12H27BF4GeO3S3SbTi", "method": "the ωB97M-V functional and the def2-TZVPD basis", "total_charge": -1, "orbital_gap_ev": 7.1, "homo_ev": -4.68, "lumo_energy_ev": 2.4228, "energy_ev": -149260.3915, "species": ["Ti", "C", "C", "C", "C", "O", "Ge", "O", "C", "C", "C", "C", "O", "C", "C", "C", "C", "H", "H", "H", "H", "H", "H", "H", "H", "H", "H", "H", "H", "H", "H", "H", "H", "H", "H", "H", "H", "H", "H", "H", "H", "H", "H", "H", "S", "Sb", "S", "S", "F", "B", "F", "F", "F"], "positions_angstrom": [[-0.6884, -0.3680, 1.4738], [-0.7878, -2.8351, -2.2081], [-1.1389, -2.7129, -0.7275], [-0.3776, -3.7795, 0.0483], [-2.6482, -2.8627, -0.5696], [-0.7308, -1.4192, -0.2163], [-0.0191, -0.0230, -1.4268], [-1.0353, 1.0208, -0.1839], [-1.0717, 2.4553, -0.4506], [-0.1103, 3.2058, 0.4657], [-2.5127, 2.9332, -0.2933], [-0.6497, 2.7324, -1.8981], [1.3962, 0.2192, -0.2704], [2.7753, 0.2229, -0.6236], [2.9793, 0.1434, -2.1375], [3.4693, -0.9667, 0.0354], [3.3671, 1.5288, -0.0963], [-1.0704, -3.8361, -2.5399], [-1.3263, -2.1110, -2.8191], [0.2831, -2.7164, -2.3855], [-0.7249, -4.7766, -0.2316], [0.6925, -3.7111, -0.1531], [-0.5350, -3.6526, 1.1151], [-2.9744, -3.7772, -1.0705], [-2.9388, -2.9091, 0.4758], [-3.1569, -2.0148, -1.0321], [-0.4756, 3.2650, 1.4822], [0.8643, 2.7166, 0.4645], [0.0120, 4.2254, 0.0910], [-2.8729, 2.7842, 0.7173], [-2.5694, 3.9984, -0.5286], [-3.1611, 2.3917, -0.9844], [0.4028, 2.4941, -2.0769], [-1.2651, 2.1887, -2.6164], [-0.7723, 3.7997, -2.0893], [2.5726, -0.7845, -2.5459], [2.5073, 0.9820, -2.6548], [4.0480, 0.1676, -2.3619], [2.9760, -1.8978, -0.2498], [4.5151, -1.0112, -0.2793], [3.4272, -0.8907, 1.1193], [2.9037, 2.3852, -0.5902], [3.1821, 1.6059, 0.9758], [4.4447, 1.5704, -0.2690], [-0.2210, -2.3819, 5.9356], [-0.1218, -2.9289, 3.7692], [-2.0234, -1.6859, 2.6065], [1.1111, -1.0679, 2.5727], [-2.6876, 0.9841, 2.0195], [-2.0486, 1.6429, 3.1066], [-0.6311, 1.3084, 2.7692], [-2.2017, 3.0067, 3.0196], [-2.3806, 1.1426, 4.3172]]}

=====

(2)
{"formula": "C4H15N2O", "method": "the ωB97M-V functional and the def2-TZVPD basis", "de_lowest_kj_mol": 827.9, "total_charge": 1, "orbital_gap_ev": 3.7, "homo_ev": -13.40, "lumo_energy_ev": -9.6587, "energy_ev": -9405.0812, "species": ["C", "N", "C", "N", "C", "C", "H", "H", "H", "H", "H", "H", "H", "H", "H", "H", "H", "H", "H", "H", "H", "O"], "positions_angstrom": [[-2.7485, -0.4850, 1.0565], [-1.9725, 0.6841, 0.7511], [-3.5273, -0.8033, -0.2126], [2.3294, -0.1949, 0.9099], [3.2699, 0.3018, -0.1124], [2.6280, 1.3876, -0.9433], [-3.5484, -0.3687, 1.7924], [-2.1788, -1.3867, 1.3249], [-1.7765, 1.2813, 1.5511], [-1.1610, 0.3808, 0.2147], [-2.8240, -1.0239, -1.1204], [-4.1364, 0.0360, -0.5371], [-4.0575, -1.7446, -0.1506], [1.4795, -0.5655, 0.4229], [4.2578, 0.4701, 0.3217], [3.3679, -0.5592, -0.7569], [3.2256, 1.6410, -1.8233], [2.4485, 2.3338, -0.4375], [1.6838, 0.9361, -1.3037], [2.8220, -0.9702, 1.3463], [0.1900, -0.9063, -1.5750], [0.2285, -0.4441, -0.7188]]}

=====

(3)
{"formula": "C7H17N", "method": "the ωB97M-V functional and the def2-TZVPD basis", "de_lowest_kj_mol": 480.3, "total_charge": 0, "orbital_gap_ev": 7.6, "homo_ev": -7.55, "lumo_energy_ev": 0.0953, "energy_ev": -9020.2474, "species": ["C", "N", "C", "C", "C", "C", "C", "C", "H", "H", "H", "H", "H", "H", "H", "H", "H", "H", "H", "H", "H", "H", "H", "H", "H"], "positions_angstrom": [[1.7648, -1.0059, 2.8920], [0.0448, -0.6320, -0.4266], [-1.1980, -0.2298, -0.4220], [0.0566, -0.1899, -1.8702], [-0.5581, -1.2546, -2.8619], [-0.3872, 1.1991, -2.4250], [-1.6225, 1.0606, 0.2660], [1.5286, 0.2526, 3.7425], [2.4699, -1.6707, 3.4013], [2.2464, -0.7208, 1.9512], [0.9335, -1.6239, 2.5586], [-2.0669, -0.9315, -0.4263], [1.0839, -0.2098, -2.2424], [-0.1494, -1.1905, -3.8724], [-0.4380, -2.2760, -2.5137], [-1.6279, -1.0374, -2.9618], [-0.1161, 2.1026, -1.8748], [0.1904, 1.3504, -3.3449], [-1.4211, 1.3325, -2.7558], [-1.9877, 1.8100, -0.4366], [-2.3851, 0.8923, 1.0230], [-0.6851, 1.3846, 0.7215], [1.0272, 0.9710, 3.0974], [0.8673, -0.0156, 4.5709], [2.4296, 0.6328, 4.2099]]}

=====

(4)
{"formula": "C33H42NO5", "method": "the ωB97M-V functional and the def2-TZVPD basis", "de_lowest_kj_mol": 0.0, "total_charge": -1, "orbital_gap_ev": 4.7, "homo_ev": -2.69, "lumo_energy_ev": 2.0076, "energy_ev": -46632.6046, "species": ["C", "C", "C", "O", "C", "O", "C", "C", "C", "C", "C", "C", "N", "C", "C", "C", "C", "C", "C", "C", "C", "C", "O", "O", "H", "H", "H", "H", "H", "H", "H", "H", "H", "H", "H", "H", "H", "H", "H", "H", "H", "H", "H", "H", "H", "C", "C", "C", "C", "C", "C", "O", "C", "C", "C", "C", "C", "C", "C", "C", "H", "H", "H", "H", "H", "H", "H", "H", "H", "H", "H", "H", "H", "H", "H", "H", "H", "H", "H", "H", "H"], "positions_angstrom": [[4.5175, -2.8088, -2.9285], [4.5629, -2.0297, -1.6113], [5.7825, -2.4483, -0.7842], [4.7151, -0.6161, -1.9027], [3.5715, 0.0560, -2.2412], [3.5847, 1.1855, -2.7012], [2.2771, -0.6039, -2.0484], [1.1815, 0.0054, -2.5615], [-0.2009, -0.4512, -2.5064], [-0.5664, -1.7770, -2.7634], [-1.8661, -2.2118, -2.6547], [-2.8735, -1.2982, -2.2765], [-4.2007, -1.7138, -2.1701], [-4.6134, -3.1031, -2.4584], [-3.4853, -4.0994, -2.1957], [-2.1894, -3.6588, -2.8962], [-5.2813, -0.7806, -1.7918], [-4.7760, 0.3386, -0.8830], [-3.5335, 1.0199, -1.4793], [-2.5197, 0.0399, -1.9954], [-1.2125, 0.4396, -2.1398], [2.2165, -1.7936, -1.1894], [1.1450, -2.2228, -0.8012], [3.3965, -2.3918, -0.8312], [3.6532, -2.5036, -3.5142], [5.4143, -2.6214, -3.5139], [4.4403, -3.8768, -2.7350], [5.7927, -1.8784, 0.1430], [5.7338, -3.5070, -0.5387], [6.7044, -2.2502, -1.3258], [1.3585, 0.9629, -3.0267], [0.2027, -2.4847, -3.0134], [-5.5031, -3.3453, -1.8674], [-4.9230, -3.1402, -3.5056], [-3.3101, -4.1656, -1.1150], [-3.7752, -5.1108, -2.5128], [-2.2672, -3.8296, -3.9769], [-1.3421, -4.2678, -2.5552], [-5.6940, -0.3681, -2.7155], [-6.0924, -1.3422, -1.3159], [-5.5683, 1.0760, -0.6953], [-4.5253, -0.0827, 0.0980], [-3.8215, 1.6988, -2.2911], [-3.0434, 1.6476, -0.7237], [-0.9471, 1.4597, -1.9310], [2.2752, 4.8496, 0.8359], [1.9851, 3.3462, 0.9878], [1.4141, 2.8020, -0.3328], [3.2977, 2.6060, 1.2995], [0.9770, 3.1063, 2.1140], [0.5827, 1.7494, 2.4082], [1.0517, 0.8003, 1.7657], [-0.3740, 1.5269, 3.4665], [-0.7970, 0.0905, 3.7787], [-1.8201, 0.0635, 4.9288], [0.4392, -0.7306, 4.1861], [-1.4259, -0.5371, 2.5214], [-0.8804, 2.6079, 4.1511], [-0.4923, 3.9020, 3.8509], [0.4275, 4.1361, 2.8432], [2.6930, 5.2530, 1.7589], [2.9893, 5.0407, 0.0363], [1.3600, 5.3940, 0.6007], [1.2508, 1.7275, -0.2558], [0.4610, 3.2727, -0.5707], [2.1003, 2.9764, -1.1614], [3.1234, 1.5315, 1.3501], [4.0437, 2.7864, 0.5256], [3.7116, 2.9266, 2.2546], [-2.7128, 0.6302, 4.6620], [-2.1310, -0.9534, 5.1644], [-1.3906, 0.4960, 5.8332], [1.1506, -0.7780, 3.3621], [0.9435, -0.2808, 5.0405], [0.1651, -1.7512, 4.4522], [-0.6934, -0.5855, 1.7154], [-1.7758, -1.5504, 2.7176], [-2.2717, 0.0538, 2.1717], [-1.5955, 2.4609, 4.9407], [-0.9092, 4.7304, 4.4027], [0.7079, 5.1536, 2.6377]]}

=====

(5)
{"formula": "C48H36N3O3PPtS", "method": "the ωB97M-V functional and the def2-TZVPD basis", "spin_multiplicity": 5, "total_charge": 2, "orbital_gap_ev": [6.8, 4.7], "homo_ev": [-13.23, -13.34], "s_squared": 6.089, "lumo_energy_ev": [-6.4517, -8.6844], "energy_ev": -84327.2329, "species": ["Pt", "C", "O", "C", "C", "C", "C", "C", "C", "N", "N", "C", "C", "O", "C", "C", "C", "C", "C", "C", "C", "C", "H", "H", "H", "H", "H", "H", "H", "H", "H", "H", "H", "H", "H", "S", "C", "C", "C", "C", "C", "C", "N", "C", "C", "C", "C", "C", "C", "C", "H", "H", "H", "H", "H", "H", "H", "H", "O", "P", "C", "C", "C", "C", "C", "C", "C", "C", "C", "C", "C", "C", "C", "C", "C", "C", "C", "C", "H", "H", "H", "H", "H", "H", "H", "H", "H", "H", "H", "H", "H", "H", "H"], "positions_angstrom": [[0.2578, 1.0347, 0.0661], [-0.0513, 4.9315, 1.1413], [0.4312, 3.6083, 1.4063], [1.2142, 3.4510, 2.4789], [1.4280, 4.4599, 3.4093], [2.2722, 4.2642, 4.4851], [2.9391, 3.0471, 4.6511], [2.7407, 2.0391, 3.7495], [1.8670, 2.1962, 2.6443], [1.6483, 1.1259, 1.8033], [2.5306, 0.1824, 1.9411], [2.4501, -1.0811, 1.6084], [1.2554, -1.6383, 0.9513], [0.2114, -0.9507, 0.8857], [1.3411, -2.9397, 0.3791], [2.4318, -3.7153, 0.5843], [3.5704, -3.2535, 1.3338], [4.6677, -4.0871, 1.5583], [5.7748, -3.6277, 2.2487], [5.8122, -2.3150, 2.7097], [4.7382, -1.4714, 2.4973], [3.6026, -1.9285, 1.8190], [0.7643, 5.6534, 1.1670], [-0.8223, 5.2104, 1.8609], [-0.4810, 4.9063, 0.1474], [0.9172, 5.4053, 3.3103], [2.4180, 5.0644, 5.1977], [3.5966, 2.8976, 5.4957], [3.2316, 1.0877, 3.8777], [0.4876, -3.2721, -0.1979], [2.4610, -4.7199, 0.1797], [4.6353, -5.1032, 1.1851], [6.6168, -4.2849, 2.4173], [6.6866, -1.9545, 3.2342], [4.7665, -0.4497, 2.8483], [2.5383, 2.1426, -3.9285], [3.7013, 1.0975, -3.1891], [4.9211, 0.6732, -3.7038], [5.7118, -0.1367, -2.9157], [5.2953, -0.5050, -1.6318], [4.0775, -0.0993, -1.1322], [3.2465, 0.6981, -1.9194], [1.9949, 1.1933, -1.6020], [1.5162, 1.9623, -2.5467], [0.2187, 2.5963, -2.4437], [-0.3250, 3.3778, -3.4627], [-1.6014, 3.8935, -3.3247], [-2.3481, 3.6242, -2.1780], [-1.8043, 2.8675, -1.1549], [-0.5058, 2.3705, -1.2640], [5.2347, 0.9785, -4.6928], [6.6673, -0.4798, -3.2872], [5.9463, -1.1151, -1.0195], [3.7774, -0.3786, -0.1374], [0.2492, 3.5618, -4.3623], [-2.0271, 4.4944, -4.1170], [-3.3589, 3.9997, -2.0860], [-2.4061, 2.6556, -0.2784], [-1.5727, -0.0904, -0.9879], [-2.7913, -0.9388, -0.6979], [-2.8352, -1.6753, 0.9546], [-2.7814, -3.0499, 1.1501], [-2.7192, -3.5588, 2.4409], [-2.7233, -2.6991, 3.5291], [-2.7816, -1.3238, 3.3354], [-2.8422, -0.8126, 2.0516], [-4.2926, 0.0600, -0.8644], [-4.4041, 0.8253, -2.0253], [-5.4961, 1.6598, -2.1959], [-6.4742, 1.7306, -1.2116], [-6.3681, 0.9632, -0.0615], [-5.2824, 0.1146, 0.1111], [-2.9097, -2.2787, -1.8905], [-1.7939, -2.6238, -2.6455], [-1.8736, -3.6837, -3.5366], [-3.0653, -4.3809, -3.6784], [-4.1773, -4.0375, -2.9195], [-4.1052, -2.9827, -2.0250], [-2.7942, -3.7243, 0.3033], [-2.6697, -4.6285, 2.5967], [-2.6998, -3.1013, 4.5335], [-2.7862, -0.6546, 4.1862], [-2.8978, 0.2590, 1.8864], [-3.6342, 0.7597, -2.7857], [-5.5930, 2.2484, -3.0990], [-7.3289, 2.3802, -1.3468], [-7.1328, 1.0182, 0.7017], [-5.2168, -0.4991, 1.0000], [-0.8755, -2.0610, -2.5290], [-1.0106, -3.9695, -4.1233], [-3.1320, -5.1930, -4.3901], [-5.0998, -4.5913, -3.0306], [-4.9704, -2.7057, -1.4336]]}

=====

(6)
{"formula": "C5H7BO", "method": "the ωB97M-V functional and the def2-TZVPD basis", "spin_multiplicity": 3, "de_lowest_kj_mol": 136.7, "total_charge": 0, "orbital_gap_ev": [5.5, 8.2], "homo_ev": [-4.93, -9.76], "s_squared": 2.018, "lumo_energy_ev": [0.6127, -1.5527], "energy_ev": -8018.3259, "species": ["B", "C", "C", "C", "C", "C", "O", "H", "H", "H", "H", "H", "H", "H"], "positions_angstrom": [[0.3255, 0.7601, 1.5835], [-0.5899, -1.4707, -1.0935], [-0.9521, -0.7041, -0.0853], [0.5523, -0.8109, -1.7469], [-0.0533, 0.5021, 0.0081], [0.9403, 0.3606, -1.0819], [-0.4361, 1.6785, 2.1327], [1.0774, 0.0874, 2.3581], [-0.9672, -2.3975, -1.4130], [-1.7855, -0.9094, 0.5548], [1.0611, -1.4070, -2.5863], [-0.5349, 1.4454, -0.3344], [1.8073, 0.9992, -1.3633], [-0.4449, 1.8665, 3.0675]]}

=====

(7)
{"formula": "C3H8O2", "method": "the ωB97M-V functional and the def2-TZVPD basis", "de_lowest_kj_mol": 72.7, "total_charge": 0, "orbital_gap_ev": 10.2, "smiles": "CC(C)=O.O", "homo_ev": -9.73, "lumo_energy_ev": 0.4890, "energy_ev": -7335.2972, "species": ["C", "C", "C", "O", "H", "H", "H", "H", "H", "H", "O", "H", "H"], "positions_angstrom": [[-0.9298, 0.3109, 0.8416], [-0.4406, -1.1475, 0.8878], [1.0566, -1.3173, 1.0090], [-1.1844, -2.0976, 0.6912], [0.0042, 0.8791, 0.9876], [-1.6642, 0.6415, 1.5953], [-1.3277, 0.5398, -0.1613], [1.6236, -0.8845, 0.1677], [1.3650, -2.3685, 1.1374], [1.3105, -0.7616, 1.9273], [-0.2261, 2.3474, -3.0333], [0.1244, 1.8294, -3.7930], [0.2884, 2.0289, -2.2574]]}

=====

(8)
{"formula": "C34H42FeN7OPSe", "method": "the ωB97M-V functional and the def2-TZVPD basis", "spin_multiplicity": 5, "total_charge": -2, "orbital_gap_ev": [2.5, 4.3], "homo_ev": [1.81, -0.07], "s_squared": 6.108, "lumo_energy_ev": [4.2779, 4.2758], "energy_ev": -157438.9758, "species": ["Fe", "O", "C", "C", "C", "C", "C", "C", "C", "N", "C", "C", "N", "H", "H", "H", "H", "H", "H", "H", "Se", "C", "N", "C", "N", "C", "N", "C", "N", "C", "N", "C", "C", "H", "H", "H", "H", "H", "H", "H", "H", "H", "H", "H", "H", "C", "C", "C", "C", "C", "C", "C", "C", "C", "C", "H", "H", "H", "H", "H", "H", "H", "H", "H", "H", "H", "H", "C", "P", "C", "C", "C", "C", "C", "C", "C", "H", "H", "H", "H", "H", "H", "H", "H", "H", "H", "H"], "positions_angstrom": [[-0.0089, -0.8439, -0.0205], [1.9592, -0.5777, -0.5201], [3.0705, -1.2327, -0.3655], [4.3011, -0.5681, -0.3946], [5.5356, -1.2373, -0.1984], [5.5338, -2.6004, 0.0513], [4.3346, -3.3093, 0.0823], [3.0649, -2.6668, -0.1487], [1.8827, -3.4286, -0.2091], [0.5547, -3.0774, -0.3014], [-0.1383, -4.2620, -0.3495], [0.6756, -5.3451, -0.2755], [1.9552, -4.8226, -0.1679], [4.2678, 0.5034, -0.5695], [6.4681, -0.6821, -0.2232], [6.4674, -3.1250, 0.2361], [4.3858, -4.3655, 0.3291], [-1.2102, -4.3051, -0.4425], [0.4651, -6.4005, -0.2910], [2.8138, -5.3345, -0.1755], [-3.2078, 3.3396, 1.8713], [-1.9159, 2.6772, 0.7993], [-1.1488, 2.1178, 0.1257], [-3.2552, -0.1483, -0.1158], [-4.6646, -0.5297, -0.3046], [-4.7981, -1.1680, -1.6111], [-3.9442, -2.3519, -1.7512], [-2.5525, -1.9205, -1.5398], [-2.3572, -1.3106, -0.2179], [-2.7640, -2.2593, 0.8281], [-4.1581, -2.7048, 0.6581], [-5.0112, -1.5140, 0.7180], [-4.2930, -3.2890, -0.6787], [-3.1370, 0.3124, 0.8657], [-2.9755, 0.5827, -0.8697], [-4.5270, -0.4476, -2.3862], [-5.8413, -1.4658, -1.7553], [-2.2917, -1.1784, -2.2966], [-1.8790, -2.7670, -1.6498], [-2.6721, -1.7537, 1.7896], [-2.0941, -3.1140, 0.8277], [-4.9033, -1.0509, 1.7008], [-6.0537, -1.8178, 0.5809], [-5.3293, -3.6115, -0.8182], [-3.6428, -4.1631, -0.7502], [-1.4395, 2.1020, -2.7568], [-0.0796, 2.0072, -2.0494], [0.8364, 1.0937, -2.8728], [-0.2479, 1.3968, -0.6544], [0.5624, 3.4115, -2.0132], [0.6624, 4.1830, -3.1737], [1.2659, 5.4318, -3.1706], [1.7927, 5.9493, -1.9943], [1.7109, 5.1952, -0.8347], [1.1056, 3.9449, -0.8450], [-1.8699, 1.1013, -2.8299], [-1.3407, 2.4952, -3.7713], [-2.1344, 2.7430, -2.2081], [0.3865, 0.1015, -2.9504], [1.7985, 0.9582, -2.3799], [0.9880, 1.4994, -3.8786], [0.7093, 1.3455, -0.1291], [0.2720, 3.7951, -4.1070], [1.3295, 6.0006, -4.0920], [2.2650, 6.9250, -1.9852], [2.1222, 5.5749, 0.0938], [1.0661, 3.3720, 0.0716], [-1.0256, -0.5155, 3.6229], [0.1821, -0.5771, 2.2097], [1.3737, -1.7768, 2.9401], [1.0601, 1.0088, 2.5314], [0.3791, 2.1310, 3.0074], [1.0073, 3.3674, 3.0909], [2.3337, 3.5040, 2.7042], [3.0205, 2.3953, 2.2272], [2.3892, 1.1625, 2.1349], [-1.8519, 0.1598, 3.3894], [-0.5557, -0.1974, 4.5580], [-1.4377, -1.5187, 3.7621], [1.7129, -1.4875, 3.9388], [2.2281, -1.8870, 2.2689], [0.8746, -2.7483, 2.9846], [-0.6648, 2.0588, 3.2909], [0.4467, 4.2262, 3.4432], [2.8225, 4.4705, 2.7581], [4.0484, 2.4851, 1.8952], [2.9342, 0.3294, 1.7074]]}